18
Properties=species:S:1:pos:R:3:forces:R:3 method="wB97M-V/def2-TZVPD" relative_energy_ev=2.3963 smiles="O=C(OC(F)(F)F)c1cc[nH+]cc1" e_tot_ha=-774.166890 total_charge=+1 lumo_ev=-5.8395 orbital_gap_ev=9.0518
O -2.3174 1.5228 0.6281 5.9 0.3 -1.3
C -1.0872 1.4908 0.3723 -4.3 -1.3 1.3
O -0.3054 2.6310 -0.0034 -1.0 -1.8 -2.0
C -0.2003 2.7698 -1.4155 1.1 1.3 -1.9
F -0.1474 1.5469 -2.1305 -0.3 2.5 2.0
F -1.2758 3.5176 -1.9828 3.2 -2.1 1.9
F 1.0539 3.4204 -1.6532 -3.9 -1.6 0.6
C -0.3582 0.0512 0.5272 1.6 -2.1 -0.5
C 0.7923 -0.2153 1.5600 -1.7 -3.3 -3.2
C 1.3991 -1.6608 1.5333 -2.2 2.7 -1.2
N 0.9064 -2.6496 0.5913 -1.1 2.5 0.0
C -0.1468 -2.4362 -0.3688 -1.0 3.6 0.7
C -0.8628 -1.0628 -0.4663 3.4 -0.5 3.3
H 1.1432 0.6184 2.2557 -0.4 -1.6 -1.1
H 2.2716 -1.8923 2.2540 -1.7 0.0 -1.5
H 1.3510 -3.5914 0.5892 -0.4 1.1 0.1
H -0.5037 -3.2539 -1.0990 1.1 1.1 1.6
H -1.7123 -0.8065 -1.1915 1.5 -0.7 1.2